# 1
DFT (ωB97M-V with the def2-TZVPD basis set) results for a single C19H27N3O5S molecule at a distorted geometry.

Summary:
- HOMO level: -8.83 eV
- E: -45685.25290 eV
- Spin multiplicity: 1
- Gap between HOMO and LUMO: 9.45 eV
- Max |F|: 1.11 eV Å⁻¹
- Net charge: 0
- Energy above the lowest of the compared OMol25 structures with the same formula, charge and spin: 16.16 kcal per mole

Last column: Mulliken charge in e.
Atoms and positions in Å:
C -0.0276 -0.5734 -3.9118  -0.888
C 0.6669 -1.7863 7.5191  -1.115
H -0.3783 -2.6982 -3.9478  0.462
H 1.9735 -2.3004 2.9733  0.350
H -0.3899 -0.7798 -0.7447  0.294
H 2.1878 0.7225 2.5149  0.270
C 1.6255 -1.2195 -0.0100  -0.094
N 1.1773 -1.4343 1.2511  0.065
H -0.0210 3.4017 -3.6253  0.405
C -3.1494 2.6816 -5.7620  -0.682
O 2.8188 -1.2289 -0.2624  -0.714
H -0.8008 -0.2875 -4.6285  0.384
H -1.3748 -0.0835 3.0156  0.476
S -1.3351 1.1969 -2.4686  1.457
H 2.0482 0.1009 -2.3313  0.308
H 2.6376 -0.1343 4.0114  0.461
C -0.1807 -1.3864 1.7460  -0.763
C 1.0506 0.2558 -1.9119  -2.111
C 0.5716 -2.1803 -2.0741  -1.120
C -1.7396 2.1863 -3.9022  -0.221
C 0.9399 -0.3392 7.1339  -0.282
C -2.3003 3.7189 -6.1130  -0.314
H 0.2544 -3.0771 -1.5373  0.415
O -2.3659 0.2094 -2.2800  -0.674
H -4.0286 2.4764 -6.3536  0.395
H -0.2151 -2.1452 6.9947  0.309
H 1.5788 -2.3538 -2.4604  0.338
H 0.0637 0.2794 7.3520  0.332
C -0.3967 -1.8870 -3.2183  -0.588
H -2.5209 4.3221 -6.9811  0.385
H -1.4089 -1.7962 -2.8222  0.334
N 0.6005 -0.0353 3.6129  0.117
C -0.8863 3.2183 -4.2413  -0.326
O 1.2641 -0.2140 5.7506  -0.414
C 0.6143 -0.9828 -1.1175  1.918
C -2.8680 1.9075 -4.6472  -0.125
H 3.1396 -1.4735 1.9013  0.466
H 0.4912 -1.8515 8.5889  0.381
H 1.5167 -2.4134 7.2588  0.288
H 1.8129 0.0514 7.6613  0.312
O -1.0381 2.0569 -1.3597  -0.738
H -0.2725 0.7704 1.9001  0.333
H -0.9097 -1.4453 0.9422  0.438
C -0.3859 -0.0994 2.5560  -0.857
C 0.2102 -0.1782 4.9021  0.802
O -0.9446 -0.2304 5.2553  -0.653
C 2.1409 -1.4260 2.3367  -0.932
C 1.9674 -0.1397 3.1542  -0.716
C -1.1707 3.9901 -5.3551  -0.692
H -0.5153 4.8016 -5.6326  0.392
H 1.0629 1.1382 -1.2711  0.555
H 0.9231 -0.6796 -4.4447  0.451
H -0.3274 -2.2503 2.4055  0.403
N 0.1211 0.5288 -2.9838  0.243
H -3.5075 1.0953 -4.3386  0.479

Cartesian forces, eV/Å:
C -0.350 -0.457 -0.373
C 0.070 0.326 -0.262
H -0.029 -0.006 -0.025
H 0.016 0.035 0.006
H 0.074 -0.080 0.073
H 0.057 -0.046 0.031
C -0.358 -0.086 -0.151
N 0.047 -0.139 0.318
H 0.163 0.099 0.006
C 0.012 0.045 -0.011
O 0.278 0.124 -0.314
H 0.117 -0.125 -0.169
H 0.100 0.042 -0.112
S 0.182 0.179 -0.444
H -0.103 0.024 -0.007
H -0.020 0.044 -0.145
C -0.347 0.321 0.037
C 0.185 0.099 0.712
C -0.225 0.014 0.053
C 0.043 -0.393 0.359
C -0.276 -0.126 0.449
C -0.071 -0.034 -0.032
H 0.060 -0.045 -0.024
O -0.002 0.047 -0.299
H -0.069 -0.025 -0.035
H -0.061 -0.051 0.006
H 0.050 -0.034 0.063
H 0.200 -0.038 -0.001
C 0.137 0.022 -0.012
H -0.014 0.045 -0.072
H 0.036 -0.116 -0.087
N 0.103 0.080 -0.080
C 0.088 0.164 -0.031
O 0.047 -0.022 -0.323
C 0.420 -0.016 -0.114
C -0.106 -0.153 0.108
H -0.127 -0.044 0.116
H -0.017 -0.044 0.136
H 0.074 -0.076 0.027
H -0.118 -0.008 -0.069
O 0.235 0.136 -0.045
H -0.027 -0.034 -0.004
H 0.044 -0.045 0.027
C -0.361 -0.265 0.023
C 0.141 0.158 0.022
O -0.324 -0.085 0.293
C 0.425 0.209 0.058
C 0.313 -0.278 0.007
C 0.064 -0.025 0.117
H 0.061 0.060 -0.004
H 0.234 -0.105 0.013
H -0.076 0.069 -0.017
H -0.058 0.067 -0.069
N -0.829 0.681 0.297
H -0.107 -0.086 -0.025

---

# 2
DFT (ωB97M-V with the def2-TZVPD basis set) results for a single C19H27N5O2S molecule at a distorted geometry.

Summary:
- HOMO level: -8.82 eV
- E: -42522.26564 eV
- Spin multiplicity: 1
- Gap between HOMO and LUMO: 9.15 eV
- Max |F|: 1.12 eV Å⁻¹
- Net charge: 0
- Energy above the lowest of the compared OMol25 structures with the same formula, charge and spin: 35.35 kcal per mole

Last column: Mulliken charge in e.
Atoms and positions in Å:
C 4.2632 -1.3508 -0.8507  -0.440
C 2.8699 -0.3529 0.8138  0.584
C 1.2122 2.5693 0.3358  0.203
C -1.9927 -1.5246 -0.8418  -0.062
C -2.8310 0.4386 2.2947  -0.531
N 5.2828 -0.5602 -0.5586  -0.632
H -2.0210 -1.5186 -3.5935  0.324
H -1.2288 -3.8359 -3.9108  0.353
H -3.7392 -2.6765 -1.3513  0.295
C 3.0423 -1.2946 -0.2017  -0.493
H 0.1320 -4.0544 -1.8331  0.405
C -1.0827 -2.7349 -0.6398  -0.528
N 0.9535 0.7985 2.0099  0.250
H -2.8307 -1.7716 1.0711  0.347
C -0.5134 -3.1866 -1.9812  -0.624
O -1.8430 1.0845 0.2081  -0.647
H 5.9875 0.9349 0.6329  0.374
H -0.8226 4.9001 1.5340  0.287
H -1.8808 5.0861 0.1121  0.267
H 0.0932 -2.3845 -2.4079  0.380
H 2.2329 -1.9566 -0.4620  0.489
H 2.1778 2.4651 2.2809  0.211
C -3.1373 -1.8784 -1.7933  -1.030
N -2.5035 -1.0611 0.4357  0.021
H 0.4279 2.7410 2.3472  0.373
H 0.3098 2.1623 -0.1261  0.078
C 3.9506 0.4659 1.1353  -0.188
H -3.3934 -2.6083 -3.8045  0.362
H 1.5221 4.5963 1.0599  0.362
C -1.6429 -3.5351 -2.9466  -0.903
H -1.4206 -0.6896 -1.2608  0.272
C -2.3438 0.1957 0.8698  0.211
H -1.4011 3.4604 0.6396  -0.035
C 5.1255 0.3175 0.4161  -0.415
H -3.1096 -0.4784 2.8104  0.400
C 1.5938 -0.3045 1.5069  0.514
C -0.1915 0.2797 2.5380  0.431
H 2.0750 2.1171 -0.1556  0.405
N -0.2331 -1.0171 2.3892  -0.582
C -1.0723 4.4990 0.5433  -0.292
N 0.8742 -1.3767 1.7376  -0.523
H -0.2817 -2.4850 0.0584  0.192
H -1.6654 -3.5490 -0.2008  0.360
H -3.7790 -1.0067 -1.9343  0.332
S -1.4762 1.2450 3.2146  -0.250
H -3.6552 1.1513 2.3018  0.457
H 4.4378 -2.0619 -1.6472  0.392
C -2.5741 -2.3407 -3.1345  -0.584
H 3.8962 1.1838 1.9382  0.422
C 1.2273 4.0952 0.1224  -0.863
H -2.2109 -4.3792 -2.5490  0.335
H 1.9532 4.3588 -0.6500  0.339
O 0.0163 4.6272 -0.3447  -0.421
C 1.2206 2.2012 1.8222  -0.987

Cartesian forces, eV/Å:
C -0.250 -0.166 -0.023
C 0.546 -0.028 -0.268
C -0.082 0.289 0.096
C -0.145 -0.157 -0.087
C 0.402 0.153 0.095
N 0.462 -0.023 -0.240
H 0.004 0.061 -0.081
H -0.035 -0.091 -0.016
H -0.069 -0.035 0.063
C 0.033 0.223 0.168
H 0.089 0.036 -0.021
C 0.266 0.323 -0.114
N -0.148 -0.848 0.185
H 0.082 0.159 0.120
C -0.248 -0.283 0.115
O 0.128 0.342 -0.242
H 0.022 0.088 0.090
H -0.001 0.027 0.024
H -0.049 -0.012 0.086
H 0.094 0.035 -0.025
H -0.085 -0.080 -0.057
H -0.148 0.007 0.024
C 0.269 0.292 -0.185
N -0.229 -0.228 -0.181
H 0.168 -0.027 -0.079
H 0.045 -0.038 0.014
C -0.149 -0.171 -0.107
H 0.020 0.072 -0.069
H 0.013 0.035 -0.061
C 0.197 0.232 -0.183
H -0.043 -0.114 0.044
C -0.480 -0.264 0.235
H 0.007 -0.010 0.053
C -0.036 0.218 0.198
H -0.062 0.033 -0.084
C -0.397 0.068 0.254
C 0.025 0.192 0.276
H -0.030 -0.004 -0.004
N -0.653 0.220 0.603
C -0.011 -0.045 -0.039
N 0.949 -0.332 -0.489
H -0.098 -0.058 -0.003
H -0.058 -0.090 0.076
H -0.054 -0.004 0.069
S -0.257 -0.010 0.159
H -0.028 -0.064 -0.053
H -0.085 -0.091 -0.056
C -0.182 -0.271 0.119
H -0.006 0.074 0.068
C 0.210 -0.178 -0.067
H -0.025 -0.086 -0.006
H 0.017 -0.014 0.160
O -0.072 0.104 -0.138
C 0.166 0.540 -0.422